(1)
ORCA calculation (the ωB97M-V functional and the def2-TZVPD basis) on a molecular structure, C49H60BrN8O4PReSSe2Si.

```
128
C49H60BrN8O4PReSSe2Si the ωB97M-V functional and the def2-TZVPD basis
Re 0.18975 -0.77777 0.45063
O -5.01266 2.87951 0.76428
C -4.23873 2.29317 1.67536
O -4.59237 1.97083 2.77645
C -2.84531 2.08014 1.18546
C -1.80205 2.97617 1.14773
N -0.69779 2.29522 0.78351
N -0.98445 1.01306 0.55146
C -2.27444 0.86530 0.80462
C -2.75749 -0.52484 0.67883
O -3.90747 -0.85705 0.64700
O -1.72935 -1.35623 0.58246
H -5.90208 2.97863 1.14300
H -1.76925 4.03922 1.32271
H 0.17574 2.68324 0.45983
Se -0.33378 -1.14483 -2.00756
Se 2.37428 -3.13358 -1.34019
C 1.92130 -2.15204 0.30479
C 3.41543 -2.22420 0.06790
C 4.20398 -3.13801 0.88573
C 3.62235 -3.98985 1.74741
C 2.21968 -3.88713 2.01934
N 1.49395 -3.01240 1.39810
C 1.14178 0.01489 -2.06263
C 1.87770 0.49503 -3.14585
C 2.86152 1.42548 -2.90957
C 3.09729 1.89082 -1.60906
C 2.36723 1.35708 -0.57956
N 1.43206 0.40897 -0.80576
H 3.90695 -1.34636 -0.33988
H 5.27935 -3.13844 0.75391
H 4.18842 -4.72383 2.30082
H 1.76251 -4.47450 2.80284
H 1.64920 0.14601 -4.14311
H 3.44269 1.81726 -3.73461
H 3.83940 2.65077 -1.40987
H 2.51859 1.65197 0.45131
C -3.08882 5.09454 -4.34001
C -2.37324 5.76674 -3.15745
C -3.10747 5.30085 -1.88916
C -2.54457 7.29019 -3.29323
Si -0.51617 5.31107 -3.15276
Br -0.48787 3.14835 -2.34008
C 0.53484 6.29267 -1.88110
C 0.90709 7.67220 -2.45242
C -0.25134 6.51071 -0.58059
C 1.83195 5.56859 -1.48541
C 0.29219 5.17027 -4.88203
C -0.18706 3.93294 -5.66045
C -0.01295 6.42286 -5.72228
C 1.81675 5.03912 -4.75408
H -4.15885 5.31174 -4.26911
H -2.97149 4.00850 -4.32642
H -2.74901 5.46899 -5.30457
H -4.15645 5.60257 -1.96935
H -2.71372 5.74116 -0.97478
H -3.08512 4.21457 -1.78619
H -3.61032 7.51845 -3.39028
H -2.04565 7.69497 -4.17588
H -2.17824 7.83257 -2.42002
H 0.03218 8.25747 -2.74098
H 1.56390 7.59845 -3.31966
H 1.44293 8.24338 -1.68760
H -1.13921 7.12560 -0.71809
H 0.39207 7.02344 0.14170
H -0.56252 5.55932 -0.13707
H 2.51967 5.43581 -2.31829
H 1.62914 4.58270 -1.05821
H 2.34793 6.16697 -0.72701
H -1.25419 3.93898 -5.86473
H 0.04806 3.00659 -5.13340
H 0.33049 3.91131 -6.62460
H -1.07304 6.51007 -5.96239
H 0.52740 6.35334 -6.67144
H 0.30074 7.34935 -5.23718
H 2.09529 4.19266 -4.12002
H 2.28782 5.93720 -4.35446
H 2.24059 4.86766 -5.74860
N 0.20751 -2.58731 1.66919
P -0.78188 -3.56200 2.59080
C -0.20312 -3.60749 4.29417
C -0.87987 -4.38524 5.23394
C -0.51169 -4.33177 6.56850
C 0.51779 -3.49200 6.97458
C 1.17649 -2.69649 6.04660
C 0.81577 -2.75263 4.70862
C -2.45935 -2.98559 2.71524
C -3.48868 -3.75268 2.18049
C -4.80674 -3.39759 2.43829
C -5.08753 -2.28395 3.20909
C -4.05553 -1.51198 3.73694
C -2.74179 -1.86651 3.50433
C -0.68897 -5.16369 1.80177
C -0.95251 -5.17013 0.42796
C -0.90487 -6.36344 -0.27132
C -0.58778 -7.54362 0.39128
C -0.31657 -7.53561 1.75237
C -0.36705 -6.34567 2.46343
H -1.71510 -5.00904 4.93723
H -1.03829 -4.93690 7.29452
H 0.80093 -3.45332 8.01827
H 1.97262 -2.03546 6.36561
H 1.32120 -2.12797 3.98027
H -3.27717 -4.62485 1.57620
H -5.60973 -3.99379 2.02699
H -6.11553 -2.00472 3.39937
H -4.28606 -0.63187 4.32361
H -1.93557 -1.27703 3.92207
H -1.19994 -4.24508 -0.08400
H -1.11481 -6.37434 -1.33259
H -0.54963 -8.47516 -0.15804
H -0.06456 -8.45568 2.26232
H -0.14352 -6.34825 3.52193
C -1.87319 1.77995 4.89159
C -0.66922 0.99535 5.40956
C 0.32365 0.69424 4.32827
N -0.00486 0.29265 3.15500
N 1.07823 0.04409 2.32904
C 2.22486 0.26126 2.92726
N 3.43577 0.12592 2.34902
S 2.04558 0.81569 4.55345
H -2.58934 1.94001 5.69582
H -2.38008 1.24403 4.08946
H -1.56590 2.75532 4.51264
H -0.99258 0.03649 5.82796
H -0.16944 1.52767 6.22000
H 3.49667 -0.34833 1.46835
H 4.26999 0.17268 2.90806
```

Values from the calculation:
**<S²>**: 0.7570
**Net charge**: +2
**HOMO-LUMO gap (alpha / beta)**: 6.653 / 6.214 eV
**ΔE to the lowest compared entry with this formula, charge and spin**: 42.0 kJ/mol
**E_HOMO (alpha / beta)**: -12.3 / -12.1 eV
**Electronic energy**: -302753.9603 eV
**Multiplicity**: 2

=====

(2)
ORCA calculation (the ωB97M-V functional and the def2-TZVPD basis) on a gas-phase ion, C5H4NO3PS2 (charge -2).

```
16
C5H4NO3PS2 the ωB97M-V functional and the def2-TZVPD basis
C 1.33500 -1.40907 0.87854
P -0.07773 -1.13168 1.92459
O 0.40632 -0.06248 2.85120
O -0.81344 -2.41032 2.29124
O -1.13201 -0.31706 0.83085
C -0.48793 0.61931 0.15622
S -1.58388 2.09767 0.18403
C -1.45307 2.17133 -1.61787
N -0.74430 1.30929 -2.22150
C -0.13254 0.45156 -1.34599
C 0.75809 -0.49205 -1.62952
S 1.73696 -1.18064 -2.72361
H 1.67048 -2.50636 0.70353
H 2.18661 -0.84834 1.16738
H 0.42256 0.99522 0.83439
H -2.09112 2.71361 -2.28347
```

Values from the calculation:
**Net charge**: -2
**HOMO-LUMO gap (alpha / beta)**: 4.972 / 4.772 eV
**E_HOMO (alpha / beta)**: 0.2 / 0.4 eV
**Electronic energy**: -43840.4066 eV
**Multiplicity**: 1

=====

(3)
ORCA calculation (the ωB97M-V functional and the def2-TZVPD basis) on a molecular structure, C48H38N4O5PSSc.

```
98
C48H38N4O5PSSc the ωB97M-V functional and the def2-TZVPD basis
Sc 8.35185 10.80033 11.56723
C 7.08433 12.78056 7.65269
O 7.46806 14.01377 8.31031
C 7.13722 14.37687 9.57383
C 6.93981 15.71885 9.82095
C 6.80979 16.22799 11.13982
C 6.83587 15.35987 12.21919
C 7.04258 13.98660 11.98854
C 7.18820 13.16519 13.19659
N 7.42027 11.88463 13.26810
N 6.93361 11.19009 14.31283
C 6.90754 9.88643 14.07094
O 7.34262 9.38654 12.97904
C 6.44431 8.98898 15.12641
C 6.02059 9.45393 16.36004
C 5.70976 8.55985 17.38011
C 5.91935 7.18899 17.22096
C 6.27576 6.72064 15.95662
C 6.52867 7.60140 14.91253
C 7.12363 13.44583 10.67704
O 7.28265 12.15997 10.45479
H 7.28537 13.01264 6.61343
H 6.02743 12.52729 7.87835
H 7.74148 11.94019 7.96438
H 6.90560 16.35876 8.97427
H 6.72903 17.28808 11.30895
H 6.74529 15.73177 13.25677
H 7.03247 13.70035 14.11937
H 5.99223 10.52304 16.55957
H 5.34345 8.94309 18.33051
H 5.73162 6.51580 18.03728
H 6.39021 5.64755 15.79308
H 6.80899 7.24612 13.91927
O 12.34397 10.65462 10.33259
S 11.18688 11.52191 10.25620
O 10.57882 12.15092 11.46162
N 9.80646 10.68989 9.82651
C 9.77794 9.61314 8.96012
C 10.66290 9.23732 7.89965
C 10.27336 8.21242 6.99167
C 9.07330 7.54322 7.12663
C 8.19846 7.82148 8.19577
C 6.91961 7.19356 8.35453
C 6.13876 7.55811 9.43709
C 6.61113 8.49211 10.36130
N 7.80628 9.13572 10.22255
C 8.57104 8.84394 9.13691
C 11.55110 12.81840 9.05608
C 12.56515 12.63177 8.07643
C 12.79996 13.61124 7.11336
C 11.99967 14.76804 7.03925
C 10.98272 14.91586 7.97971
C 10.75608 13.96498 8.98992
H 11.57538 9.79840 7.71715
H 10.91999 7.92677 6.16754
H 8.79581 6.76554 6.42907
H 6.59953 6.46252 7.59789
H 5.15313 7.12991 9.59027
H 6.00701 8.74931 11.21429
H 13.18717 11.73567 8.12359
H 13.62484 13.52299 6.41116
H 12.12056 15.51123 6.23851
H 10.30198 15.74627 7.91790
H 9.99574 14.15453 9.74823
C 9.90289 7.23718 17.39032
C 10.32636 6.87229 16.09040
C 10.52584 7.87264 15.12799
C 10.41578 9.25647 15.45806
C 9.93474 9.57548 16.73920
C 9.68379 8.57741 17.68603
P 10.77855 10.51346 14.25734
C 10.91970 12.07315 15.13854
C 10.40234 13.21321 14.52553
C 10.33754 14.42862 15.22066
C 10.83716 14.52179 16.49523
C 11.45463 13.40669 17.09306
C 11.59409 12.22093 16.38061
C 12.42883 10.18322 13.64214
C 12.60717 9.01093 12.89146
C 13.86450 8.58585 12.48577
C 15.00919 9.38488 12.77389
C 14.82102 10.59344 13.45948
C 13.55277 11.00006 13.88924
H 9.78239 6.45474 18.12720
H 10.38280 5.83030 15.80651
H 10.83253 7.58995 14.11361
H 9.76358 10.60813 17.03850
H 9.28507 8.89790 18.65775
H 10.10350 13.16620 13.48117
H 9.94940 15.28645 14.69443
H 10.80284 15.44948 17.03282
H 11.91925 13.50210 18.05934
H 12.18609 11.36033 16.75739
H 11.71695 8.45546 12.62727
H 13.93869 7.61069 12.00360
H 16.00540 9.07032 12.49260
H 15.67938 11.21147 13.66328
H 13.50128 11.96622 14.40564
```

Values from the calculation:
**HOMO-LUMO gap**: 6.807 eV
**ΔE to the lowest compared entry with this formula, charge and spin**: 0.0 kJ/mol
**E_HOMO**: -7.4 eV
**Electronic energy**: -107418.3658 eV
**Multiplicity**: 1

=====

(4)
ORCA calculation (the ωB97M-V functional and the def2-TZVPD basis) on a single C24H26N2O2 molecule.

```
54
C24H26N2O2 the ωB97M-V functional and the def2-TZVPD basis
C -2.00423 -2.42737 3.99517
C -2.17246 -0.94700 3.89583
O -2.23925 -0.59650 2.46309
C -2.69445 0.62817 2.17789
O -3.28916 1.33348 3.00611
C -2.51221 0.93331 0.73807
C -1.28839 0.32322 0.30711
N -0.34671 -0.25342 -0.10385
C -2.18020 2.48684 0.53764
C -2.18587 3.43243 1.58001
C -1.65489 4.73055 1.38779
C -1.22607 5.14634 0.12463
C -1.19459 4.22482 -0.91373
C -1.66490 2.92925 -0.68889
C -3.76977 0.02041 0.18124
C -4.32312 0.81791 -0.94318
C -3.53560 0.98982 -2.04571
N -4.02944 1.05864 -3.29170
C -5.37095 0.68720 -3.63603
C -5.41419 0.75585 -5.19823
C -3.99463 1.08944 -5.66762
C -3.10199 1.08923 -4.41275
C -4.95009 -0.79828 0.93211
C -4.60211 -1.97982 1.58730
C -5.54245 -2.72281 2.30287
C -6.90561 -2.35890 2.26285
C -7.29201 -1.30148 1.43442
C -6.31787 -0.47882 0.82975
H -2.00780 -2.67417 5.05643
H -2.82221 -2.97755 3.52430
H -1.05507 -2.74749 3.55350
H -3.09817 -0.60653 4.35791
H -1.32165 -0.39579 4.32584
H -2.59906 3.20079 2.57507
H -1.57180 5.41337 2.24718
H -0.98046 6.18784 -0.05961
H -0.79351 4.48792 -1.88458
H -1.63635 2.25407 -1.53343
H -3.14513 -0.85266 -0.15677
H -5.34078 1.21393 -0.84439
H -2.43993 0.96577 -1.96828
H -6.15445 1.34325 -3.21846
H -5.61352 -0.35123 -3.31543
H -6.13305 1.51474 -5.53558
H -5.74724 -0.20754 -5.60939
H -3.61853 0.36375 -6.39359
H -3.96355 2.07039 -6.14779
H -2.45438 0.17766 -4.41512
H -2.40580 1.96244 -4.38300
H -3.58051 -2.34888 1.52090
H -5.21036 -3.59756 2.85455
H -7.63403 -2.87112 2.89266
H -8.36041 -1.14014 1.23821
H -6.68788 0.38235 0.26245
```

Values from the calculation:
**HOMO-LUMO gap**: 7.978 eV
**ΔE to the lowest compared entry with this formula, charge and spin**: 467.4 kJ/mol
**E_HOMO**: -7.3 eV
**Electronic energy**: -32381.6490 eV
**Multiplicity**: 1

=====

Record order is preserved below.
Strongest force on any atom: 0.0439 0.0786 0.0499 0.0901 Eh/bohr